[1]
81
Properties=species:S:1:pos:R:3 method="wB97M-V/def2-TZVPD" largest_force_ev_per_a=0.79 multiplicity=3 charge=0 homo_lumo_gap_ev="6.4355 / 5.5782" energy_ha=-10269.3864
W 0.400 0.281 0.093
Se 1.805 -1.157 1.300
P 1.765 2.201 1.122
Se -1.241 1.470 1.241
C 2.292 3.612 0.133
C 1.687 3.937 -1.085
C 2.141 5.033 -1.806
C 3.200 5.794 -1.340
C 3.808 5.474 -0.131
C 3.353 4.394 0.605
C 1.318 2.949 2.702
C 1.410 2.153 3.844
C 0.999 2.644 5.072
C 0.490 3.933 5.164
C 0.402 4.731 4.031
C 0.819 4.247 2.802
H 0.849 3.358 -1.445
H 1.651 5.288 -2.738
H 3.553 6.643 -1.912
H 4.631 6.071 0.240
H 3.822 4.156 1.553
H 1.800 1.144 3.764
H 1.070 2.022 5.955
H 0.161 4.314 6.121
H -0.001 5.732 4.105
H 0.733 4.869 1.920
O -1.504 2.823 -2.376
C -1.215 1.689 -2.066
O -0.034 1.402 -1.552
C -2.097 0.516 -2.368
C -3.359 0.807 -2.880
C -4.205 -0.191 -3.324
C -3.767 -1.508 -3.287
C -2.520 -1.813 -2.773
C -1.673 -0.819 -2.275
S -0.160 -1.430 -1.558
H -3.650 1.848 -2.932
H -5.186 0.053 -3.709
H -4.402 -2.305 -3.653
H -2.189 -2.844 -2.737
C 3.517 -0.809 -4.350
Si 2.539 0.636 -3.673
C 0.872 0.620 -4.485
C 3.365 2.277 -4.071
As 2.576 0.402 -1.325
Si 4.776 -0.096 -0.668
C 5.067 0.402 1.104
C 5.027 -1.925 -0.917
C 5.907 0.964 -1.715
H 3.522 -0.723 -5.442
H 3.032 -1.751 -4.089
H 4.552 -0.864 -4.015
H 1.056 0.714 -5.560
H 0.256 1.464 -4.176
H 0.320 -0.302 -4.307
H 4.082 2.153 -4.885
H 3.891 2.736 -3.233
H 2.598 2.985 -4.392
H 4.357 -0.075 1.781
H 4.971 1.484 1.219
H 6.078 0.118 1.407
H 4.611 -2.459 -0.061
H 6.094 -2.153 -0.987
H 4.537 -2.306 -1.813
H 5.716 2.019 -1.509
H 5.813 0.818 -2.790
H 6.945 0.753 -1.441
S -2.982 -3.836 1.852
C -2.108 -2.710 0.860
N -1.430 -1.805 1.469
C -1.567 -1.944 2.846
C -0.974 -1.124 3.812
C -1.203 -1.397 5.140
C -2.014 -2.473 5.535
C -2.609 -3.287 4.596
C -2.377 -3.010 3.249
H -2.139 -2.785 -0.218
H -0.364 -0.293 3.494
H -0.751 -0.767 5.896
H -2.178 -2.664 6.587
H -3.239 -4.113 4.898



[2]
78
Properties=species:S:1:pos:R:3 method="wB97M-V/def2-TZVPD" largest_force_ev_per_a=1.61 multiplicity=2 charge=0 homo_lumo_gap_ev="6.8786 / 7.4143" energy_ha=-5544.6022
Fe 0.357 0.383 0.018
C 2.654 -2.554 0.623
C 2.159 -2.568 -0.829
C 3.202 -3.245 -1.719
C 0.791 -3.208 -0.913
C 0.706 -4.597 -0.944
C -0.512 -5.248 -0.980
C -1.681 -4.512 -0.944
C -1.654 -3.122 -0.920
C -2.954 -2.368 -0.664
C -4.177 -3.022 -1.307
C -3.137 -2.238 0.853
C -0.405 -2.472 -0.953
N -0.436 -1.032 -1.051
C -1.018 -0.552 -2.112
C -1.154 0.824 -2.221
C -1.699 1.652 -3.198
C -1.493 2.941 -2.732
C -0.813 2.861 -1.501
N -0.632 1.559 -1.182
C -0.434 4.073 -0.667
C 0.814 3.839 0.178
C -0.170 5.261 -1.596
C -1.626 4.391 0.251
H 3.596 -2.006 0.706
H 2.824 -3.580 0.963
H 1.942 -2.095 1.302
H 2.056 -1.550 -1.184
H 3.456 -4.243 -1.358
H 4.125 -2.660 -1.712
H 2.859 -3.329 -2.751
H 1.617 -5.181 -0.938
H -0.551 -6.330 -1.014
H -2.633 -5.026 -0.929
H -2.884 -1.358 -1.059
H -4.485 -3.919 -0.766
H -3.988 -3.301 -2.346
H -5.019 -2.329 -1.288
H -3.138 -3.225 1.320
H -4.083 -1.744 1.087
H -2.326 -1.656 1.297
H -1.357 -1.215 -2.903
H -2.182 1.338 -4.109
H -1.777 3.854 -3.227
H 1.658 3.551 -0.451
H 0.660 3.073 0.928
H 1.078 4.765 0.695
H 0.616 5.029 -2.318
H 0.154 6.118 -1.003
H -1.064 5.558 -2.145
H -1.803 3.565 0.939
H -2.533 4.561 -0.333
H -1.417 5.293 0.832
Br 0.561 -2.039 4.306
C -0.197 -0.351 4.709
C -0.365 -0.079 6.061
C -0.927 1.118 6.469
C -1.339 2.051 5.528
C -1.168 1.779 4.186
C -0.592 0.583 3.748
C -0.418 0.444 2.275
O -0.810 1.351 1.496
O 0.146 -0.556 1.748
H -0.052 -0.815 6.787
H -1.044 1.317 7.527
H -1.790 2.984 5.841
H -1.474 2.491 3.432
O 2.202 1.102 0.672
C 2.677 1.050 -0.485
C 4.090 1.288 -0.932
C 4.007 0.891 -2.410
C 2.514 0.633 -2.668
O 2.015 0.358 -3.727
N 1.841 0.743 -1.450
H 4.787 0.700 -0.335
H 4.336 2.341 -0.782
H 4.538 -0.037 -2.623
H 4.373 1.648 -3.101